[1]
Below is a molecular structure, C5H8NO2, with properties calculated with the ωB97M-V functional and the def2-TZVPD basis.

- Multiplicity: 2
- Kohn-Sham gap (spin up / spin down): 4.45 / 6.60 eV
- Charge: -2
- <S²>: 0.7596
- ΔE to the lowest compared entry with this formula, charge and spin: 35.82 kcal per mole
- HOMO level (spin up / spin down): 2.24 / 0.08 eV
- LUMO level (spin up / spin down): 6.7 / 6.7 eV

Each line ends with the Mulliken charge.
Geometry (Å):
O  -3.147  -4.103  -1.056  -0.646
C  -2.516  -3.115  -0.607  0.018
O  -1.318  -3.031  -0.172  -0.582
C  -0.095  -0.277  0.427  -0.637
C  0.063  1.128  -0.125  -0.675
C  0.997  1.975  0.482  0.556
C  1.962  1.693  -0.522  -0.923
N  1.054  2.480  1.690  -0.896
H  0.846  -0.903  0.278  0.205
H  -1.017  -0.804  -0.031  0.077
H  -0.303  1.243  -1.184  0.344
H  -0.265  -0.206  1.571  0.186
H  1.821  1.773  -1.624  0.198
H  2.987  1.422  -0.243  0.318
H  1.962  2.863  1.791  0.287
H  -3.031  -2.138  -0.676  0.169

[2]
Below is C3H4O2 in the gas phase, with properties calculated with the ωB97M-V functional and the def2-TZVPD basis.

- Multiplicity: 1
- Kohn-Sham gap: 9.23 eV
- ΔE to the lowest compared entry with this formula, charge and spin: 28.98 kcal per mole
- HOMO level: -9.77 eV
- LUMO level: -0.5 eV

Each line ends with the Mulliken charge.
Geometry (Å):
C  -1.066  0.928  -0.253  0.004
C  -0.462  -0.448  0.108  0.559
C  0.999  -0.482  0.070  -0.948
O  -1.109  -1.459  0.256  -0.514
O  -0.307  1.808  -0.554  -0.457
H  -2.099  0.913  -0.094  0.404
H  1.474  -1.480  -0.135  0.299
H  1.192  -0.194  1.048  0.319
H  1.378  0.414  -0.446  0.334

[3]
Below is 14 unconnected molecules or ions with the total composition H28O14, with properties calculated with the ωB97M-V functional and the def2-TZVPD basis.

- Multiplicity: 1
- Kohn-Sham gap: 10.47 eV
- ΔE to the lowest compared entry with this formula, charge and spin: 53.41 kcal per mole
- HOMO level: -10.62 eV
- LUMO level: -0.1 eV

Each line ends with the Mulliken charge.
Geometry (Å):
O  2.093  0.057  -3.750  -0.611
H  1.171  0.421  -3.805  0.314
H  1.847  -0.684  -4.338  0.293
O  -2.643  -3.475  0.869  -0.588
H  -2.019  -4.042  1.335  0.318
H  -2.057  -2.845  0.416  0.266
O  -1.652  -0.709  1.800  -0.531
H  -0.790  -1.116  1.717  0.265
H  -2.005  -0.246  1.035  0.281
O  -3.832  0.963  0.505  -0.598
H  -4.723  1.203  0.799  0.279
H  -3.482  1.811  0.190  0.316
O  2.088  -0.073  3.861  -0.614
H  2.680  0.118  3.123  0.302
H  2.675  -0.380  4.559  0.287
O  -2.233  3.003  1.420  -0.669
H  -1.274  2.855  1.499  0.301
H  -2.407  2.335  2.110  0.362
O  3.980  1.966  -2.872  -0.631
H  3.701  1.517  -3.710  0.328
H  3.099  2.157  -2.516  0.301
O  -3.567  -0.978  -3.137  -0.618
H  -3.821  -1.177  -2.233  0.326
H  -2.925  -0.270  -3.180  0.301
O  -0.539  1.200  -0.685  -0.506
H  -0.033  1.034  0.121  0.244
H  -1.283  1.800  -0.569  0.262
O  0.657  -2.849  1.681  -0.597
H  0.779  -3.408  0.901  0.312
H  1.528  -2.488  1.894  0.262
O  1.481  2.542  2.493  -0.622
H  1.300  2.924  3.359  0.291
H  1.310  1.596  2.631  0.301
O  -0.200  -0.568  -2.498  -0.617
H  -1.085  -0.457  -2.114  0.232
H  0.238  0.256  -2.259  0.420
O  2.414  -1.923  -0.503  -0.627
H  1.826  -1.991  -1.272  0.321
H  3.152  -1.508  -0.976  0.286
O  1.709  0.722  0.886  -0.436
H  2.368  1.304  0.482  0.231
H  1.742  -0.174  0.527  0.261

[4]
Below is 2 unconnected molecules or ions with the total composition C8H20BrN4O, with properties calculated with the ωB97M-V functional and the def2-TZVPD basis.

- Multiplicity: 1
- Kohn-Sham gap: 9.21 eV
- Charge: +1
- HOMO level: -12.32 eV
- LUMO level: -3.1 eV

Each line ends with the Mulliken charge.
Geometry (Å):
Br  -2.957  -3.567  -1.541  -0.135
C  -2.024  -2.066  -0.777  -0.696
C  -0.881  -2.482  0.170  -0.491
C  0.444  -1.771  -0.112  -0.923
C  0.717  -0.514  0.708  0.262
C  -0.343  0.537  0.486  -0.798
N  -0.510  1.451  1.663  -0.064
C  -0.839  0.715  2.934  -0.653
C  -0.090  -0.602  3.086  -0.543
N  0.991  -0.754  2.128  -0.389
H  -1.632  -1.476  -1.596  0.285
H  -2.725  -1.433  -0.250  0.403
H  -0.731  -3.546  0.039  0.585
H  -1.218  -2.354  1.194  0.101
H  0.523  -1.540  -1.171  0.481
H  1.262  -2.444  0.124  0.430
H  1.628  -0.101  0.282  0.225
H  -1.324  0.153  0.229  0.180
H  -0.015  1.139  -0.347  0.208
H  -1.309  2.051  1.462  0.357
H  0.316  2.039  1.775  0.433
H  -1.910  0.570  2.941  0.310
H  -0.599  1.377  3.753  0.404
H  -0.803  -1.425  3.104  0.249
H  0.355  -0.586  4.075  0.443
H  1.451  -1.646  2.253  0.336
C  1.418  1.916  -2.987  0.620
O  1.152  1.015  -2.195  -0.599
N  0.470  2.772  -3.461  -0.372
N  2.678  2.113  -3.453  -0.419
H  0.666  3.506  -4.117  0.173
H  -0.476  2.631  -3.161  0.208
H  3.393  1.488  -3.129  0.219
H  2.921  2.833  -4.108  0.170

no.,energy (eV),largest force on an atom (hartree/bohr)
1,-10894.988,0.092
2,-7269.429,0.057
3,-29119.336,0.044
4,-86665.462,0.015